(1)
ORCA calculation (ωB97M-V with the def2-TZVPD basis set) on an isolated molecule of C3H7NOS.

The geometry in XYZ format:
```
13
Properties=species:S:1:pos:R:3
C 0.7398 -0.0399 -2.1353
O 1.4370 -0.9491 -1.2658
C 0.9768 -1.2188 -0.0111
N 0.0713 -0.6803 0.6824
S -0.7740 0.7257 0.3698
C -1.4342 1.0670 2.0087
H 1.0406 0.9626 -1.8496
H -0.3151 -0.2337 -2.1623
H 1.0755 -0.2262 -3.1430
H 1.5014 -2.1356 0.3114
H -2.0025 0.2037 2.3875
H -0.6030 1.3147 2.7178
H -2.0029 2.0084 1.9981
```

ΔE to the lowest compared entry with this formula, charge and spin (eV): 1.9899
HOMO (eV): -8.2
Calculated total energy (a.u.): -646.63885
Kohn-Sham gap (eV): 9.128

These are the natural (NBO) partial charges, in e, on atoms 1 to 6: atom 1 (C): -0.27, atom 2 (O): -0.52, atom 3 (C): 0.41, atom 4 (N): -0.68, atom 5 (S): 0.39, atom 6 (C): -0.77

---

(2)
ORCA calculation (ωB97M-V with the def2-TZVPD basis set) on an isolated molecule of C5H12N4Si.

The geometry in XYZ format:
```
22
Properties=species:S:1:pos:R:3
C -2.2880 0.8233 0.1726
C -1.9989 2.2154 0.3865
C 1.3277 1.1604 0.6424
C 1.5562 -0.7434 -1.8645
C 1.2445 -2.1058 0.9629
N -3.1318 -0.0306 0.0734
N -2.8705 -1.3040 -0.2532
N -1.6050 -1.5039 -0.3338
N -0.7947 -0.5968 -0.1692
Si 0.8930 -0.5557 -0.0818
H -1.6730 2.6337 -0.5427
H -2.8088 2.8813 0.7293
H -1.1984 2.2388 1.2321
H 2.4024 1.0286 0.8054
H 1.4826 2.0560 -0.0307
H 0.9343 1.3246 1.6437
H 2.6828 -0.6578 -1.8596
H 1.1474 -1.5961 -2.3510
H 1.0690 0.0190 -2.6233
H 0.5007 -2.0217 1.7689
H 0.9370 -3.0212 0.3694
H 2.1917 -2.2442 1.3233
```

ΔE to the lowest compared entry with this formula, charge and spin (eV): 1.3664
HOMO (eV): -8.9
Calculated total energy (a.u.): -706.12066
Kohn-Sham gap (eV): 9.578

These are the natural (NBO) partial charges, in e, on atoms 1 to 6: atom 1 (C): 0.42, atom 2 (C): -0.72, atom 3 (C): -1.13, atom 4 (C): -1.13, atom 5 (C): -1.09, atom 6 (N): -0.25

---

(3)
ORCA calculation (ωB97M-V with the def2-TZVPD basis set) on a structure of composition C52H49MnNO5P2SSi2.

The geometry in XYZ format:
```
113
Properties=species:S:1:pos:R:3
Mn 0.0258 0.3587 -0.3721
C -3.6974 0.5519 -1.5540
Si -2.2898 -0.5801 -0.9807
C -1.9370 -1.7229 -2.4926
C -2.7627 -1.7068 -3.6253
C -2.3870 -2.2969 -4.8235
C -1.1503 -2.9184 -4.9279
C -0.3145 -2.9685 -3.8213
C -0.7020 -2.3914 -2.6130
P 0.2945 -2.5426 -1.0688
C 1.9644 -3.0896 -1.6080
C 3.0116 -2.2021 -1.3726
C 4.3203 -2.5628 -1.6925
C 4.5874 -3.7999 -2.2478
C 3.5473 -4.6909 -2.4921
C 2.2474 -4.3372 -2.1686
C -0.4145 -4.1295 -0.4369
C -1.7836 -4.3795 -0.4954
C -2.3254 -5.5282 0.0691
C -1.5064 -6.4572 0.6938
C -0.1403 -6.2225 0.7560
C 0.3987 -5.0666 0.2043
C -3.2068 -1.5707 0.3976
C -4.3059 -2.4173 0.1826
C -5.0562 -2.9347 1.2234
C -4.7315 -2.6017 2.5356
C -3.6496 -1.7730 2.7817
C -2.8718 -1.2702 1.7280
P -1.4244 -0.1626 2.0655
C -2.1969 1.4526 2.4605
C -1.3248 2.5376 2.5714
C -1.8069 3.8025 2.8677
C -3.1711 4.0077 3.0194
C -4.0490 2.9451 2.8695
C -3.5646 1.6711 2.5923
C -0.8872 -0.7498 3.7388
C -0.2405 0.1220 4.6142
C 0.3042 -0.3366 5.8074
C 0.2283 -1.6806 6.1435
C -0.3933 -2.5633 5.2705
C -0.9428 -2.1012 4.0803
H -4.5939 0.0005 -1.8723
H -3.3602 1.2056 -2.3625
H -3.9748 1.1970 -0.7127
H -3.7121 -1.1822 -3.5757
H -3.0473 -2.2493 -5.6833
H -0.8297 -3.3529 -5.8680
H 0.6552 -3.4377 -3.9163
H 2.8134 -1.2265 -0.9286
H 5.1223 -1.8636 -1.4914
H 5.6079 -4.0786 -2.4855
H 3.7505 -5.6639 -2.9251
H 1.4445 -5.0461 -2.3342
H -2.4398 -3.6725 -0.9867
H -3.3977 -5.6846 0.0218
H -1.9296 -7.3540 1.1317
H 0.5171 -6.9348 1.2432
H 1.4673 -4.8956 0.2797
H -4.5831 -2.6644 -0.8421
H -5.8983 -3.5893 1.0189
H -5.3215 -2.9823 3.3626
H -3.4073 -1.5107 3.8053
H -0.2663 2.4040 2.3692
H -1.1151 4.6332 2.9325
H -3.5502 5.0018 3.2264
H -5.1181 3.1049 2.9523
H -4.2621 0.8547 2.4596
H -0.1428 1.1722 4.3664
H 0.8085 0.3653 6.4614
H 0.6604 -2.0388 7.0706
H -0.4471 -3.6207 5.5065
H -1.4167 -2.8104 3.4076
C 2.6287 1.4130 -3.0294
Si 2.8205 2.0854 -1.2811
C 4.5893 1.2771 -0.9538
C 3.4808 3.8726 -1.2002
N 1.9659 1.1617 -0.0298
C 2.2979 1.3376 1.2769
C 2.7107 2.5784 1.8460
C 3.0472 2.7266 3.1808
C 2.9796 1.6530 4.0664
C 2.5537 0.4282 3.5644
C 2.2315 0.2853 2.2283
O 1.7583 -0.9657 1.7779
C 2.4977 -2.0781 2.0323
C 3.8837 -2.1019 1.8777
C 4.5763 -3.2747 2.1224
C 3.9067 -4.4287 2.5274
C 2.5268 -4.3952 2.6685
C 1.8160 -3.2281 2.4154
H 3.6097 1.5157 -3.5139
H 1.8635 1.9027 -3.6263
H 2.3887 0.3431 -2.9973
H 5.3953 1.8872 -1.3927
H 4.6417 0.2894 -1.4293
H 4.8165 1.1544 0.1157
H 3.8532 4.0858 -2.2129
H 4.3311 3.9502 -0.5148
H 2.7297 4.6244 -0.9583
H 2.7361 3.4409 1.1940
H 3.3555 3.7056 3.5357
H 3.2322 1.7629 5.1144
H 2.4644 -0.4376 4.2146
H 4.3923 -1.1989 1.5611
H 5.6520 -3.2912 1.9876
H 4.4560 -5.3415 2.7253
H 1.9876 -5.2858 2.9794
H 0.7312 -3.1903 2.5176
O 0.9568 3.2594 -1.6071
S -0.4339 2.7104 -1.7100
O -1.3230 3.5917 -2.4355
O -0.3161 1.3491 -2.3472
O -0.9051 2.4269 -0.3110
```

Net charge: -2
ΔE to the lowest compared entry with this formula, charge and spin (eV): 0.6991
<S²>: 8.76
HOMO (spin up / spin down) (eV): -0.9 / -1.6
Calculated total energy (a.u.): -5252.97798
Spin multiplicity: 6
Kohn-Sham gap (spin up / spin down) (eV): 4.903 / 5.663

These are the Löwdin partial charges, in e, on atoms 1 to 6: atom 1 (Mn): 0.60, atom 2 (C): -0.22, atom 3 (Si): 0.60, atom 4 (C): -0.30, atom 5 (C): -0.10, atom 6 (C): -0.10

---

(4)
ORCA calculation (ωB97M-V with the def2-TZVPD basis set) on an isolated molecule of C7H6N4.

The geometry in XYZ format:
```
17
Properties=species:S:1:pos:R:3
C 3.0739 -0.0642 0.2094
C 2.4990 1.0972 0.3998
C 1.0866 1.2786 0.0786
C 0.4200 0.0434 -0.2010
C -1.0012 -0.1390 -0.0656
C -1.7639 -1.0467 0.5358
N -2.9379 -0.4493 0.3163
N -2.9217 0.7247 -0.2411
N -1.6993 0.9622 -0.5272
N 1.0426 -1.1613 -0.4565
C 2.4151 -1.1389 -0.3149
H 4.1227 -0.1769 0.5856
H 3.1589 1.8819 0.7010
H 0.5577 2.2257 0.0978
H -1.7408 -1.8160 1.1817
H -3.9114 -0.7755 0.5508
H 3.0500 -2.0554 -0.6099
```

ΔE to the lowest compared entry with this formula, charge and spin (eV): 1.8805
HOMO (eV): -8.9
Calculated total energy (a.u.): -489.28831
Kohn-Sham gap (eV): 9.779

These are the natural (NBO) partial charges, in e, on atoms 1 to 6: atom 1 (C): -0.29, atom 2 (C): -0.16, atom 3 (C): -0.23, atom 4 (C): 0.17, atom 5 (C): 0.02, atom 6 (C): -0.08

---

(5)
ORCA calculation (ωB97M-V with the def2-TZVPD basis set) on a cluster of 2 separate species, C14H17N3 in total.

The geometry in XYZ format:
```
34
Properties=species:S:1:pos:R:3
C 3.6572 1.0388 -0.9620
C 2.8470 1.9919 -0.1397
C 2.6818 3.3279 -0.1957
N 1.9716 3.7951 0.9223
C 1.8097 2.7197 1.7711
C 1.1316 2.7237 2.9796
C 0.9929 1.4945 3.6212
C 1.6026 0.3541 3.0907
C 2.2470 0.3871 1.8728
C 2.3235 1.5822 1.1462
H 3.0123 0.3906 -1.5604
H 4.2452 0.3728 -0.3368
H 4.2644 1.5520 -1.6924
H 2.7160 4.0702 -0.9802
H 2.2527 4.6899 1.2962
H 0.6474 3.6267 3.3191
H 0.5123 1.5514 4.5896
H 1.4153 -0.6012 3.5369
H 2.6969 -0.5073 1.4525
C -3.3625 -2.0265 -3.7211
C -4.0370 -2.1221 -2.3518
C -3.0499 -2.2586 -1.2430
C -2.9551 -3.1972 -0.2692
N -1.8842 -2.8391 0.5155
C -1.3193 -1.7664 -0.0767
N -1.9976 -1.3700 -1.1152
H -3.9864 -1.5026 -4.4509
H -3.0987 -2.9636 -4.2050
H -2.4584 -1.4162 -3.7027
H -4.7417 -1.3146 -2.1971
H -4.5482 -3.0750 -2.3755
H -3.5595 -4.0746 -0.1206
H -1.5572 -3.4109 1.2748
H -0.4716 -1.2228 0.3076
```

ΔE to the lowest compared entry with this formula, charge and spin (eV): 0.5451
HOMO (eV): -8.0
Calculated total energy (a.u.): -707.93569
Kohn-Sham gap (eV): 8.845

These are the natural (NBO) partial charges, in e, on atoms 1 to 6: atom 1 (C): -0.63, atom 2 (C): -0.10, atom 3 (C): -0.03, atom 4 (N): -0.55, atom 5 (C): 0.13, atom 6 (C): -0.23

---

(6)
ORCA calculation (ωB97M-V with the def2-TZVPD basis set) on a structure of composition C7H7LiO8.

The geometry in XYZ format:
```
23
Properties=species:S:1:pos:R:3
O -1.8167 0.1030 0.7795
O -2.5619 2.0461 1.1694
O -2.0246 1.3220 -1.3248
C -2.0341 0.1724 2.1350
C -2.3196 1.4487 2.3907
C -2.0731 1.2761 0.2104
H -1.8778 -0.7143 2.7365
H -2.6984 1.9464 3.2754
O 3.4357 -3.4192 1.3568
C 2.7101 -2.4128 1.4279
O 2.0279 -2.0043 2.3829
O 2.4847 -1.8151 0.1868
O 0.4995 0.7228 -1.3454
C -0.2581 1.0791 -2.3408
O 0.1352 0.5190 -3.4539
C 1.3239 -0.4618 -1.3464
C 1.4432 -0.8747 0.1078
H -0.3633 0.8827 -4.1968
H 2.2674 -0.1896 -1.8323
H 0.8808 -1.2896 -1.9138
H 0.4896 -1.3326 0.4161
H 1.6225 -0.0199 0.7760
Li -1.2928 3.0158 -1.5968
```

ΔE to the lowest compared entry with this formula, charge and spin (eV): 2.5164
HOMO (eV): -6.4
Calculated total energy (a.u.): -880.17885
Kohn-Sham gap (eV): 4.635

These are the natural (NBO) partial charges, in e, on atoms 1 to 6: atom 1 (O): -0.38, atom 2 (O): -0.41, atom 3 (O): -0.77, atom 4 (C): 0.10, atom 5 (C): 0.03, atom 6 (C): 0.92

---

(7)
ORCA calculation (ωB97M-V with the def2-TZVPD basis set) on a cluster of 3 separate species, C13H13F16IO5P2S in total.

The geometry in XYZ format:
```
51
Properties=species:S:1:pos:R:3
O 4.6886 -3.6356 4.6889
C 4.3110 -4.1602 3.5064
I 5.2909 -6.0008 2.7144
C 3.0980 -3.5001 2.6164
P 3.7001 -2.5888 1.0258
P 5.7982 -1.9063 1.1738
S 6.8851 -2.4553 -0.3695
C 3.6453 -3.7571 -0.5280
O 4.5211 -4.7651 -0.7303
O 2.5588 -3.5100 -1.5025
H 2.4916 -2.7126 3.2407
H 2.4036 -4.4117 2.2838
H 2.7876 -1.4595 0.8031
H 5.7406 -0.4668 1.2132
H 6.3616 -2.4900 2.3662
C 0.3655 -0.6289 -2.9779
C -0.0923 -1.0188 -1.5647
C -1.0019 -2.2401 -1.4946
F -2.1511 -2.0712 -2.1860
F -1.3685 -2.4916 -0.2086
F -0.6621 0.0617 -0.9677
F 1.0371 -1.2886 -0.8358
O -0.3825 0.4058 -3.6257
C -1.5791 -0.0205 -4.2760
C -2.8476 0.5493 -3.6281
F -2.9324 0.2245 -2.3127
F -3.9664 0.0541 -4.2223
F -1.5843 -1.3737 -4.3502
F -1.4810 0.4213 -5.5592
H 1.3719 -0.2048 -2.8713
H 0.5054 -1.5001 -3.6295
H -0.4977 -3.1337 -1.8733
H -2.8717 1.6410 -3.7066
C -1.2871 2.5155 1.1248
C -2.1107 1.9456 2.2892
C -3.5955 1.7583 1.9991
F -4.2133 2.9192 1.6864
F -4.2400 1.2705 3.0937
F -1.9118 2.7143 3.3928
F -1.5801 0.7189 2.5950
O -1.0462 3.9266 1.1473
C -2.0986 4.7349 0.6225
C -2.7575 5.6233 1.6857
F -3.2487 4.8937 2.7197
F -3.8076 6.3137 1.1653
F -2.9842 3.9411 -0.0272
F -1.5256 5.5133 -0.3352
H -0.2869 2.0719 1.2068
H -1.6539 2.1799 0.1470
H -3.7545 1.0498 1.1812
H -2.0411 6.3438 2.0935
```

HOMO (eV): -9.3
Calculated total energy (a.u.): -3855.59399
Kohn-Sham gap (eV): 7.704

These are the natural (NBO) partial charges, in e, on atoms 1 to 6: atom 1 (O): -0.52, atom 2 (C): 0.38, atom 3 (I): 0.20, atom 4 (C): -0.80, atom 5 (P): 0.68, atom 6 (P): 0.49

---

(8)
ORCA calculation (ωB97M-V with the def2-TZVPD basis set) on a cluster of 2 separate species, C2H8N2 in total.

The geometry in XYZ format:
```
12
Properties=species:S:1:pos:R:3
N 1.4571 -0.8010 -1.3628
C 0.5147 -0.4204 -0.3558
C -0.6745 0.5700 -0.6986
N -1.3636 1.0571 0.4212
H 1.9693 -0.0049 -1.7928
H 0.1563 -1.4816 -0.4079
H 0.4193 -0.5591 2.8690
H 0.9216 -0.1427 0.6194
H -1.1265 0.4641 -1.6837
H -0.0958 1.5538 -0.6165
H -0.0355 -0.6787 2.2877
H -2.1425 0.4433 0.7208
```

Net charge: +1
ΔE to the lowest compared entry with this formula, charge and spin (eV): 8.1641
<S²>: 1.28
HOMO (spin up / spin down) (eV): -16.3 / -16.3
Calculated total energy (a.u.): -189.91326
Spin multiplicity: 2
Kohn-Sham gap (spin up / spin down) (eV): 6.672 / 8.346

These are the natural (NBO) partial charges, in e, on atoms 1 to 6: atom 1 (N): -0.17, atom 2 (C): -0.31, atom 3 (C): -0.32, atom 4 (N): -0.10, atom 5 (H): 0.35, atom 6 (H): 0.30